71
Properties=species:S:1:pos:R:3:lowdin_spin:R:1 method="wB97M-V/def2-TZVPD" s2=8.8064 charge=+2 e_tot_ha=-2973.66413 multiplicity=6 fmax_ha_per_bohr=0.2150
Fe -0.08790 -0.01975 0.25764 3.294
P 0.17117 -2.21618 -0.21690 0.077
P 0.16456 2.24123 0.03950 0.072
N 1.90324 0.05898 -1.01604 0.796
C 1.82717 -2.37683 -1.02961 0.012
H 2.35596 -3.27685 -0.68427 0.001
H 1.65498 -2.46865 -2.11340 0.001
C 2.69529 -1.12536 -0.83005 0.089
H 3.27937 -1.16868 0.12609 0.026
H 3.43124 -1.04992 -1.64958 0.034
C 2.69529 1.23584 -0.69002 0.081
H 3.43182 1.25113 -1.51079 0.031
H 3.27541 1.15794 0.26460 0.024
C 1.83208 2.49437 -0.74010 0.011
H 1.66982 2.71905 -1.80445 0.000
H 2.36763 3.34297 -0.29248 0.001
C 0.27877 3.19065 1.63361 0.015
C -0.97250 3.04965 2.50668 0.000
H -0.69490 3.25835 3.55065 0.000
H -1.41796 2.04797 2.47047 0.000
H -1.75352 3.76432 2.21031 0.000
C -1.03731 3.14230 -1.04747 0.005
C -2.42728 3.31566 -0.42521 0.001
H -3.12048 3.62440 -1.22147 0.000
H -2.43881 4.10311 0.34025 0.000
H -2.82272 2.38991 0.00901 0.001
C -1.03075 -2.97768 -1.39644 0.006
C -2.41482 -3.23354 -0.79274 0.001
H -3.10505 -3.45249 -1.62029 0.000
H -2.81668 -2.36867 -0.25258 0.001
H -2.41544 -4.10552 -0.12498 0.000
C 0.30234 -3.33023 1.25929 0.016
C -0.92405 -3.26720 2.17246 0.000
H -0.64762 -3.70464 3.14355 0.000
H -1.76889 -3.83683 1.76347 0.000
H -1.26868 -2.24315 2.35711 0.000
C -1.81607 -0.02057 0.31180 0.032
C -0.53191 4.47278 -1.61382 0.003
H -0.45826 5.24598 -0.83909 0.000
H 0.43608 4.37650 -2.11560 0.000
H -1.26284 4.82078 -2.35630 0.001
C -0.52783 -4.22371 -2.13039 0.003
H -1.26776 -4.47336 -2.90250 0.001
H 0.43393 -4.06169 -2.62613 0.000
H -0.44435 -5.08768 -1.45986 0.000
C 0.67890 -4.78012 0.94114 0.006
H 1.00598 -5.24755 1.88110 0.001
H -0.18034 -5.35908 0.57399 0.000
H 1.50546 -4.86626 0.22540 0.000
C 0.69623 4.65784 1.49580 0.006
H -0.14906 5.29176 1.19482 0.000
H 1.01968 5.00332 2.48780 0.001
H 1.53230 4.81276 0.80411 0.000
H 1.10358 2.65599 2.13801 0.000
H 1.14983 -2.86571 1.79358 0.000
H -1.12851 2.42756 -1.88247 0.000
H -1.12702 -2.16166 -2.13116 0.000
O -2.95059 -0.02580 0.66258 0.019
H 0.50116 0.04903 -1.73279 0.071
H -0.38009 0.02951 -1.48818 0.040
C -1.07508 0.23528 5.15112 0.006
N 0.20023 -0.08685 4.47657 0.044
C 1.38108 -0.38453 5.30274 0.006
C 0.28444 -0.10796 3.19362 0.089
N 0.34983 -0.12979 2.01407 0.069
H -0.88692 0.15890 6.21979 0.000
H -1.85872 -0.47307 4.84369 0.001
H -1.40183 1.25045 4.88359 0.001
H 1.75187 -1.39722 5.08660 0.001
H 2.18669 0.33424 5.09320 0.001
H 1.05459 -0.30632 6.33905 0.000